Computed, not measured: the ion C3H10N4 with charge +2, with wB97M-V/def2-TZVPD.

Last column: natural (NBO) charge in e.
Element x y z (Å)
1 N 1.716 0.002 1.275  -0.716
2 N 1.495 -1.424 -0.498  -0.688
3 N -0.295 0.040 0.020  -0.375
4 N -1.491 1.979 -0.188  -0.657
5 C -0.358 1.350 0.033  0.400
6 C -1.244 -0.916 -0.366  -0.533
7 C 1.089 -0.467 0.246  0.704
8 H -1.401 -1.977 0.239  0.315
9 H 2.537 -0.467 1.632  0.459
10 H 0.500 2.018 0.164  0.262
11 H -1.439 2.925 -0.573  0.461
12 H 1.444 0.895 1.725  0.455
13 H 2.378 -1.792 -0.127  0.457
14 H -2.307 -0.477 -0.271  0.273
15 H 0.879 -1.860 -1.257  0.485
16 H -1.239 -1.293 -1.431  0.264
17 H -2.263 1.464 -0.624  0.436

Spin multiplicity: 1
E_HOMO (eV): -19.96
Net charge: +2
Gap between HOMO and LUMO (eV): 11.3
E_LUMO (eV): -8.688
Energy above the lowest of the compared OMol25 structures with the same formula, charge and spin (kcal per mole): 26.6
SMILES: CN(C=[NH2+])C(N)=[NH2+]